(1)
The following is a DFT calculation (ωB97M-V with the def2-TZVPD basis set) of a structure of composition C33H24BBrF2N9Ti.

HOMO level (alpha / beta)	-14.107 / -14.106	eV
spin multiplicity	2
energy above the lowest of the compared OMol25 structures with the same formula, charge and spin	252.45	kJ/mol
frontier orbital gap (alpha / beta)	7.5 / 5.1	eV
LUMO energy (alpha / beta)	-6.63 / -9.05	eV
net charge	+2
<S²>	0.775
E_tot	-5412.37935	hartree

Each line ends with the Löwdin charge.
Cartesian coordinates (Å):
C 0.61801 -2.89789 -3.49208  -0.25
H 3.83857 -1.34486 -0.30308  0.10
C -3.81301 0.10329 0.92353  -0.01
C 1.93202 1.38550 -3.24661  -0.50
N 0.08018 -1.36985 2.32436  0.04
H -0.34784 -2.41678 4.12237  0.14
H -1.42648 0.03553 4.51769  0.13
C -0.17734 1.27693 -1.91302  -0.09
H 0.10275 2.92650 -6.22321  0.14
H -0.85941 -4.49074 2.42955  0.12
H 0.01762 2.42163 3.99079  0.14
H -1.92369 0.58332 1.80574  0.11
B 0.83423 -0.09133 2.84846  -0.63
N 0.27932 1.25775 2.23843  0.02
C -0.47404 0.04030 5.02702  -0.11
N -1.66801 -0.33457 -0.02415  0.00
N 1.75036 0.00851 5.19461  0.08
H 3.58715 -0.36902 3.87125  0.12
C 2.64022 1.62725 -4.40232  -0.05
H -1.90172 3.18337 -4.88229  0.14
C -2.25453 -0.93550 -1.08274  -0.20
C -0.27241 -2.98329 0.91477  -0.07
C -1.40854 2.69547 -4.04951  0.07
H -0.99179 -4.07987 -4.29546  0.15
C -4.42618 -0.42523 -0.20387  0.00
N 0.70700 -0.01598 4.33564  -0.04
H -4.39123 0.48748 1.75160  0.12
F -2.92120 -2.96472 -3.02667  0.11
N 0.39766 1.54996 0.91055  -0.08
C -2.43492 0.14484 0.96082  -0.10
H -0.33514 -3.47186 -0.04477  0.13
H 2.49775 2.29878 -6.43375  0.13
C 3.54380 -1.00518 0.67705  -0.16
C 1.96064 2.13070 -5.51065  0.00
C 0.04716 -1.19173 -1.90321  -0.19
H -0.00212 4.50911 2.24751  0.12
C -1.30794 -1.56147 -2.01559  -0.11
C 1.00494 -1.85783 -2.65881  -0.02
C 0.28796 2.87909 0.78076  -0.07
N 0.11225 -1.71458 1.01453  -0.09
C -2.04885 2.57195 -2.83085  0.01
F 1.55466 -3.55153 -4.16805  0.12
C 3.44579 -0.52829 2.81832  0.00
H -4.10182 -1.36631 -2.09544  0.12
H -2.05776 1.74557 -0.90675  0.10
C -0.17819 0.10215 6.35771  -0.03
Ti 0.54547 -0.10828 -0.20043  1.01
C 0.11778 2.40392 2.91782  0.00
C -1.46375 1.83635 -1.80214  -0.06
C -1.64842 -2.59048 -2.89575  -0.20
C -0.70345 -3.27378 -3.63435  0.11
C 4.29674 -1.00986 1.84201  0.00
H -0.86116 0.15531 7.18791  0.11
C -0.08536 2.22812 -4.20743  -0.14
N 2.25728 -0.24680 2.25067  0.05
C 0.62538 2.45512 -5.39898  0.04
H -5.50468 -0.43680 -0.28689  0.13
H 3.70670 1.45360 -4.44991  0.12
H 0.35295 3.35245 -0.18484  0.13
N 2.31578 -0.53108 0.91817  -0.11
H 1.88190 0.11002 7.26302  0.12
C -3.64072 -0.95097 -1.21430  0.04
C 1.23369 0.07992 6.40250  -0.11
H 2.05910 -1.61010 -2.63491  0.09
H -3.02402 3.01186 -2.66548  0.13
Br 2.87868 0.88335 -1.66622  1.05
C -0.29783 -2.44496 3.04682  -0.01
C 0.11104 3.46259 2.02498  0.01
C 0.55526 1.59604 -3.10125  -0.22
C -0.54179 -3.49301 2.18319  0.01
H 5.31758 -1.32913 1.95567  0.12

=====

(2)
The following is a DFT calculation (ωB97M-V with the def2-TZVPD basis set) of a structure of composition C33H24F3FeN5O6S3.

HOMO level (alpha / beta)	-2.602 / -2.579	eV
spin multiplicity	5
energy above the lowest of the compared OMol25 structures with the same formula, charge and spin	0.00	kJ/mol
frontier orbital gap (alpha / beta)	6.6 / 6.6	eV
LUMO energy (alpha / beta)	3.98 / 3.98	eV
net charge	-2
<S²>	6.011
E_tot	-4755.27199	hartree

Each line ends with the Löwdin charge.
Cartesian coordinates (Å):
H 3.52234 -1.17631 4.27932  0.10
H 1.83947 2.31567 3.14541  0.11
F -0.28844 -3.42457 3.71982  0.10
H 1.45526 -1.58765 2.95798  0.10
C 0.30804 3.09292 0.21230  -0.12
C 3.39911 -0.72311 3.30469  -0.06
C -7.30699 2.71210 1.40615  -0.11
H -1.74470 -2.52607 -1.69752  0.10
C 4.01472 3.09345 -3.33485  -0.69
C 3.12971 2.12492 -2.50697  -0.09
H -6.58718 3.67453 3.18726  0.09
C -5.68092 2.35604 -0.34771  -0.29
H -8.32060 2.60630 1.77568  0.09
N -1.29245 1.54245 -0.61407  -0.01
C -1.41610 -1.77342 -2.40431  -0.15
C 2.65773 0.89089 -0.51188  -0.18
C -1.50708 3.84817 -1.42171  -0.03
H -6.19138 1.79227 -2.35453  0.07
N -0.43049 -0.98604 -1.98949  0.09
S -2.72808 -0.76056 0.42865  0.60
C -1.56684 -0.61352 -4.47565  -0.07
C 1.20456 0.71928 -2.28472  -0.19
H -2.03086 -0.44658 -5.44020  0.10
C 1.97705 1.57765 -3.05265  0.06
O -0.23619 -4.71787 0.18832  -0.30
H 4.90191 1.28723 1.04512  0.11
C -5.32153 1.79893 -1.69507  -0.45
H -1.36264 4.81645 -0.94638  0.08
H 1.73845 1.83186 -4.07644  0.11
H -0.14895 0.98991 -4.68455  0.11
C 2.97302 0.35927 0.84133  -0.20
H -2.82640 -2.28153 -3.93568  0.10
C -6.97730 2.23415 0.14697  -0.06
C 2.40244 3.94146 1.85772  -0.11
H 2.79340 5.42798 0.33546  0.09
C 0.59907 2.34885 1.40312  -0.39
H -7.73175 1.74636 -0.46148  0.11
H -3.69361 3.03080 0.09581  0.09
S 0.25937 -3.77006 1.15330  0.46
S -4.75576 0.06966 -1.58902  0.83
H -4.52924 2.37176 -2.16979  0.06
C 4.16665 0.63987 1.50092  -0.02
C -3.14987 0.32608 -0.81243  -1.14
F -2.00142 -3.98749 2.52618  0.12
H -1.05080 3.88556 -2.41613  0.09
C 4.37825 0.08738 2.74979  -0.08
C -5.03960 3.43066 1.71760  -0.07
C 2.24583 -0.95561 2.57379  -0.11
N -2.48160 1.31936 -1.30185  -0.07
O -0.00786 1.26152 1.73793  -0.16
C 0.03086 -0.03336 -2.80336  -0.21
H 4.40657 2.15121 -0.81999  0.11
C -0.52254 0.19245 -4.05832  -0.01
Fe -0.18916 -0.26749 0.34550  0.69
H 5.29671 0.29091 3.28739  0.10
C 2.16087 4.61060 0.65660  -0.12
C -6.33647 3.31280 2.19716  -0.11
C -2.01325 -1.62983 -3.64654  -0.07
N 1.51941 0.43037 -1.02465  0.12
N 2.04378 -0.43634 1.36922  0.10
O 1.63029 -3.92256 1.57309  -0.31
C -0.85495 2.75067 -0.61542  -0.27
C 3.48671 1.74993 -1.22172  0.05
O 5.08014 3.42919 -2.78302  -0.06
C 1.10453 4.19091 -0.12849  -0.06
C 1.63445 2.86154 2.23047  -0.04
C -4.71459 2.96032 0.45319  -0.03
H 0.90976 4.70978 -1.06056  0.11
H -2.56544 3.65230 -1.55949  0.04
H -4.26733 3.87511 2.33334  0.10
C -0.69029 -4.17980 2.68248  -0.66
O 3.59424 3.32552 -4.48633  -0.06
O -0.16684 -2.39518 0.92753  -0.41
F -0.50982 -5.46418 3.03561  0.10
H 3.21960 4.26018 2.49750  0.09

=====

(3)
The following is a DFT calculation (ωB97M-V with the def2-TZVPD basis set) of a structure of composition C33H24F9N3O4PScSe.

HOMO level	-14.175	eV
energy above the lowest of the compared OMol25 structures with the same formula, charge and spin	89.22	kJ/mol
frontier orbital gap	6.9	eV
LUMO energy	-7.30	eV
net charge	+2
E_tot	-6139.17343	hartree

Each line ends with the Löwdin charge.
Cartesian coordinates (Å):
F 0.50132 -3.62570 -4.94891  0.17
C -5.24556 1.05210 -1.55800  0.02
F -2.86901 -3.90232 5.06525  0.16
H -0.62544 -1.38143 4.69390  0.13
Sc 1.07674 -0.21673 -0.95251  0.92
H -0.26280 -4.45450 -1.07416  0.14
C 2.58669 3.48205 0.76939  0.07
H 6.59803 1.04968 1.77056  0.13
C -0.77160 -1.91788 -3.26310  0.03
O 1.56165 -0.00219 0.95410  -0.22
H 5.49246 0.94736 -1.94043  0.08
C 2.82867 3.74809 -1.62787  0.08
C -4.62826 2.90923 -0.17282  0.02
H -4.84670 3.86746 0.26596  0.13
H -1.38217 0.06447 -2.77515  0.14
C 2.22962 2.49027 -1.72527  -0.15
H 5.17891 -0.73925 3.16993  0.14
H 2.05683 1.74989 -4.81175  0.13
H -0.71160 -1.66955 -4.36502  0.16
C 5.85389 0.39451 1.40275  -0.02
C -1.39629 -1.29300 3.94162  0.02
P -1.58809 0.22440 0.17783  1.13
C -6.77784 3.07807 -1.41868  -0.54
C 0.32977 -4.13516 -3.73378  -0.58
H 2.75852 3.73682 1.81810  0.15
C -4.08525 0.36119 -1.22267  -0.07
C -5.52070 2.30710 -1.01692  -0.10
H 5.44788 2.30702 -0.74772  0.09
H -6.01932 0.59851 -2.13861  0.12
C -2.65445 -1.78791 4.16820  -0.10
C -0.53328 -3.48216 -1.43945  0.03
F 1.49007 -4.31096 -3.10183  0.16
O 2.42907 2.25962 -4.12006  0.22
H -4.66840 -1.95724 3.31405  0.13
F -7.77094 2.23728 -1.77962  0.14
C 2.94779 4.26373 -0.32886  0.03
H -3.96200 -0.68164 -1.56436  0.12
C -3.14311 0.97971 -0.39886  -0.38
C 1.93649 1.75086 -2.98190  -0.37
C 1.72907 1.18985 1.58525  -0.49
C -0.45081 -3.22813 -2.79827  -0.06
F -4.20232 -2.40051 5.83134  0.15
F -0.22326 -5.37161 -3.88741  0.15
C 5.84905 1.30666 -0.95574  0.03
C 2.07721 2.21703 0.54381  -0.16
C -2.93888 -2.60376 5.39919  -0.59
C -0.94087 -2.50554 -0.53963  -0.04
C -3.44259 2.22769 0.15983  -0.06
N 4.39672 -1.24755 1.16839  -0.09
H 3.31281 -2.96197 0.60569  0.05
H 6.89158 1.44297 -0.89325  0.09
C 3.56744 -2.45118 1.50151  0.03
N 1.84775 1.79167 -0.66374  0.07
C -3.32858 -1.08121 1.94216  -0.04
C -1.30995 -1.23277 -1.01236  -0.42
C -1.07853 -0.74039 2.71630  -0.06
F -2.08464 -2.30986 6.36497  0.18
H 4.18135 -3.08558 2.06900  0.09
H 3.11596 4.28072 -2.46741  0.12
C 4.59417 -0.70067 -0.02200  -0.66
H -4.10967 -0.93160 1.16032  0.13
F -6.57073 3.92001 -2.46067  0.15
C -3.63761 -1.64053 3.19591  0.03
O 1.23299 0.72629 -2.99387  -0.01
O 1.56606 1.45526 2.74528  0.16
Se 3.64906 -1.21113 -1.58088  0.77
H -1.00661 -2.67659 0.50875  0.11
H -2.66912 2.74719 0.66390  0.09
C 5.20693 -0.57718 2.10406  0.02
H -0.10900 -0.40720 2.55599  0.05
F -7.22054 3.79957 -0.35827  0.14
C -2.04925 -0.61121 1.72653  -0.37
H 3.34539 5.27972 -0.08796  0.15
N 5.42248 0.34720 0.10782  -0.09
C -1.17859 -0.94180 -2.35396  -0.17
H 2.72396 -2.11571 2.11608  0.10

=====

The lowest net charge belongs to which entry?
C33H24F3FeN5O6S3

=====

The lowest energy above the lowest of the compared OMol25 structures with the same formula, charge and spin belongs to which entry?
C33H24F3FeN5O6S3